# 1
ORCA calculation (the ωB97M-V functional and the def2-TZVPD basis) on a 12-piece molecular cluster, C45H119N5O23 overall at a distorted geometry.

The geometry in XYZ format:
```
192
Properties=species:S:1:pos:R:3:forces:R:3
C -4.6108 -0.6065 -5.9867 0.329 0.287 1.734
C 4.5985 6.4372 4.8319 -0.251 -0.485 -0.251
H -9.2706 7.6660 1.8292 -0.148 0.018 0.199
H -0.8756 9.1155 1.6893 0.424 -0.279 0.198
H 0.1250 -3.2808 -13.3469 0.655 -0.628 -0.599
C 1.3276 -6.7424 5.8012 -0.474 0.129 -0.644
H 2.3798 -0.5095 8.9786 0.413 0.314 0.375
O 3.3289 5.7549 2.7575 0.345 -0.918 1.560
C 1.7131 -1.7724 -13.0592 0.127 -0.081 1.526
H 1.3969 -6.9042 4.7255 0.115 0.651 -0.545
H -4.0261 -0.5984 9.2217 -0.636 -0.669 -0.590
H 3.3731 -2.3042 10.0557 0.095 0.288 0.751
H 2.2933 -7.0849 6.1728 -0.283 0.176 0.523
C -3.6811 -3.3297 9.0417 -0.180 -0.644 -0.331
O -2.7995 7.3988 -0.4483 -0.667 -1.547 0.251
C 2.3870 -1.1398 -10.7659 1.298 2.086 -0.114
H -8.2408 -2.8153 4.3502 -0.041 -0.292 0.706
H -6.3546 -1.4184 4.4798 0.348 0.014 0.265
C 3.6933 -7.4499 -4.0686 0.915 0.399 -1.512
N 1.8627 -0.6727 -12.0611 -1.665 -0.427 0.151
N 1.6809 -2.7429 11.2695 0.808 -0.005 -0.140
C 5.7459 1.2766 1.1518 -0.259 0.234 0.737
C 2.9454 0.0903 -9.8699 -1.925 -0.869 0.137
H 6.8965 -5.9326 -7.6872 0.089 -0.180 0.409
C -7.1326 6.2034 -5.4574 1.959 -0.168 -0.365
N -2.0071 -4.0898 7.3304 -0.878 -0.182 -0.205
H 6.4466 1.9825 1.5976 0.691 -0.146 -0.341
H 4.0217 -4.8996 -7.2990 -0.030 0.263 0.130
H -2.7975 -0.4368 10.2844 0.219 -0.273 0.687
H -2.8442 9.9645 2.5050 0.357 -0.299 0.032
O -8.8548 5.3603 2.8803 0.231 0.229 -0.166
H 2.1719 -3.0581 9.1720 -0.401 -0.891 0.053
H -6.0158 5.2062 -7.0296 -0.150 0.297 -0.367
O -0.2312 -4.1993 12.5680 0.540 0.668 0.571
H -6.9241 6.7311 -4.5267 0.318 0.140 0.153
C -3.5526 -1.1755 10.0160 0.551 0.957 0.107
C 4.5100 4.6728 -2.7070 -0.051 2.117 1.507
H 5.2198 -5.6721 -5.3307 0.150 0.006 0.275
H 3.2804 -7.7127 -6.1632 0.113 -0.095 -0.080
H 3.8812 -4.9437 -2.0055 0.002 0.071 -0.093
H -5.0771 7.7734 -6.2932 0.106 0.081 0.082
H 1.2909 -1.4142 -13.9982 0.151 0.308 0.129
H -4.2039 -2.4903 -6.7231 1.058 -0.239 -0.413
H -2.5919 -1.7683 -4.4667 -0.021 -0.034 0.124
H -7.6827 7.8359 2.6102 -0.020 0.056 0.116
H -4.2432 -1.3358 10.8439 -0.130 -0.033 0.043
H 6.0644 -5.2058 -9.0086 -0.582 -0.137 -0.287
H -6.9788 -1.5999 1.5529 -0.221 0.265 -0.151
H 3.0961 -3.9485 12.3065 0.129 0.104 -0.225
H -7.7972 9.0187 0.7371 0.105 0.126 -0.215
H 0.2950 -0.1538 -9.4226 -0.401 -0.159 0.429
N 4.9061 -6.3755 -5.9841 -0.689 -0.098 -0.707
C 6.0800 -5.2489 -7.9196 -0.102 1.198 0.852
C -1.7931 8.5529 1.5167 0.458 0.683 0.134
H -0.4339 -5.2714 4.8150 -0.261 0.307 -0.205
H -3.5496 7.9796 -0.3013 -0.227 -0.039 0.008
H -4.3782 -3.7086 9.7890 -0.152 -0.199 0.231
H 4.4245 -8.2583 -4.0702 -0.469 -0.390 -0.090
H -7.1085 4.2226 -5.0140 0.466 0.358 -0.067
H -3.5248 -5.3303 8.1040 -0.085 0.129 0.123
H 3.6877 0.7228 -10.3568 -0.013 -0.316 -0.272
H 1.3806 -3.3084 13.6815 -0.766 0.259 0.250
C -6.4549 -2.0355 3.5869 0.400 0.165 -0.459
H 4.5183 8.7127 -1.5597 -0.383 -0.325 -0.224
O -2.8619 9.4841 1.6740 -0.854 0.145 -1.128
H -4.2899 -2.8691 8.2636 -0.001 0.007 -0.338
C -8.1062 5.8721 1.7872 -0.216 1.350 -0.893
H 4.1375 2.2557 -2.4600 -0.336 -0.224 0.589
H 0.1744 0.5636 7.7602 0.966 -0.104 0.199
C -7.0488 -1.0759 2.5062 0.503 -1.537 1.023
H -2.3647 -1.1356 0.0445 -0.400 -0.402 -0.288
O -1.3605 1.9488 -1.5419 0.122 -0.086 -0.248
H -1.7446 8.9658 -0.5826 1.162 0.718 0.345
C 2.0972 -3.9836 11.8717 -1.406 0.388 -0.169
C -3.9894 -1.9664 -5.7916 -0.687 -0.238 -0.351
C -8.2093 7.4321 1.7456 0.195 -0.104 -0.149
H 2.6712 -7.7626 -3.8550 0.000 -0.172 0.699
H -7.7926 6.8736 -6.0081 -0.420 -0.604 -0.256
H -2.2273 -4.8847 9.2721 -0.049 -0.475 0.258
C 1.1267 -4.1229 13.0031 0.618 -1.339 0.652
O 5.1271 1.8363 0.0169 -0.211 0.074 0.643
H -0.8552 -4.9157 14.4165 -0.258 -0.510 -0.177
C 4.7659 6.1835 -2.4375 -0.916 -0.763 -0.868
O 4.2735 -6.5639 -3.1307 -0.973 -0.496 0.134
H -1.7410 2.8211 -1.4160 0.008 0.189 -0.412
C -1.2377 -5.2190 6.8452 -0.194 0.816 -0.498
H 7.8132 -2.4242 -7.6271 -0.148 -0.296 0.467
H 0.3312 -5.3482 -12.8363 -0.041 -0.332 0.010
H 2.8364 -6.1256 -5.5960 -0.310 0.222 0.100
C 2.2872 -2.3941 10.0287 -0.008 0.790 -1.238
H -8.0825 -0.9232 2.8163 -0.079 0.234 -0.390
C -0.8534 -0.0904 -0.1871 0.194 1.976 0.892
H 1.0927 0.1538 -7.8030 -0.094 -0.613 0.064
H -9.7537 5.3090 2.5474 -0.179 -0.102 0.329
O -4.5828 0.1034 -4.7158 -0.523 -0.179 -0.679
H 5.0570 1.1207 1.9820 -0.757 0.199 -0.357
C -1.6842 8.0771 0.0456 -0.892 1.443 0.350
H 5.7045 0.5386 -1.3517 0.419 -0.133 -0.757
H 0.0724 -3.7870 5.6909 -0.735 0.160 0.101
H 2.4218 0.0654 -12.4646 0.131 -0.008 0.221
O 0.7213 -1.4626 8.4727 -0.929 0.790 -0.348
O 5.3778 7.5339 4.2960 -0.355 -1.053 -0.708
C 0.7650 -5.1894 -11.8490 -0.129 0.387 0.430
H 7.4635 -3.2446 -9.1061 -0.451 0.045 -0.373
O -7.7156 8.0846 0.5312 -0.212 -1.147 1.003
H 0.1428 -0.1515 -0.6252 -0.191 -0.172 -0.337
H 6.8724 1.8983 -1.0908 0.185 -0.069 -0.129
H 3.4481 4.5417 -2.4992 -0.248 -0.462 0.516
O -1.7281 -1.0576 -0.6698 -0.379 -0.310 -0.592
H -0.6787 -5.6065 7.6970 0.051 -0.870 -0.121
H 3.6650 6.8534 5.2106 -0.069 -0.186 0.247
H -0.0152 -5.1745 -11.0879 -0.503 0.353 -0.084
O 1.0795 -5.3954 6.1831 0.421 -0.488 -0.238
H -7.0710 5.5377 1.8554 -0.147 -0.050 0.006
H -4.5553 -2.5842 -5.0945 -0.185 0.369 0.490
C 7.5514 -3.4021 -8.0311 -0.098 -0.336 -0.600
H -0.9100 -0.7353 7.4408 0.237 -0.378 -0.199
O 6.3650 -3.9284 -7.4662 0.576 0.322 0.261
H 1.3584 -6.0426 -11.5201 0.598 0.259 -0.439
H -7.6825 -3.7442 3.0620 0.383 -0.146 -0.301
H -0.7570 -0.2900 0.8801 0.502 0.232 0.289
H 5.1941 5.9767 5.6201 -0.184 -0.089 0.329
C 1.6488 -1.1263 9.5015 0.517 0.563 -1.088
H -0.7637 7.5362 -0.1744 -0.186 -0.161 0.281
C -1.1296 -4.1769 13.6635 -0.253 0.254 0.086
H -1.9555 -5.8948 6.3804 0.164 -0.555 0.427
O -7.7198 4.9540 -5.1274 -0.966 0.401 -0.437
C 4.8165 7.9466 -0.8440 0.543 -1.321 0.784
H -6.8372 -3.9750 4.5831 -0.021 0.358 0.222
O -5.1902 7.0656 -6.9318 -0.360 0.039 0.131
H -4.7252 -2.7674 3.9863 0.324 -0.178 -0.065
C 5.1852 2.4620 -2.2413 1.004 -0.593 -1.101
O 4.4398 6.5647 -1.1394 0.497 1.355 1.913
H 0.5037 -7.4180 6.0313 -0.004 -0.117 0.843
H -4.0842 0.0045 -6.7198 -0.013 -0.237 -0.279
C -1.4027 1.3769 -0.2574 0.048 -1.192 0.253
H 5.6827 2.1041 -3.1428 0.297 0.753 -0.567
H -3.6711 0.3519 -4.5464 0.127 0.063 -0.022
H -1.3161 -3.3965 7.5790 -0.280 0.390 0.700
H 4.5008 -6.3652 -8.1088 -0.959 -0.906 0.631
H 4.4904 8.1916 0.1668 -0.830 -0.119 -0.205
H 3.7880 -4.7122 -3.7702 0.025 0.479 0.005
C 5.8275 1.6126 -1.2115 -0.875 -0.805 1.738
C 4.2193 5.2725 3.8408 0.331 2.537 -1.492
H -5.1132 5.4472 -5.6089 0.440 0.216 0.282
O 1.9432 1.0334 -9.4515 -0.386 0.832 -0.475
C 0.7928 -2.9250 -12.5624 0.145 0.367 0.865
H -5.6513 -0.7621 -6.2717 -0.044 0.325 0.040
H 0.6752 -2.7692 11.1801 -0.151 0.041 -0.160
N 5.4201 3.8630 -1.8651 -1.210 -1.091 -1.788
H 1.9845 -4.8478 11.2171 0.277 -0.216 -0.333
H 1.6743 -1.6883 -10.1499 -0.220 0.007 -0.375
C -0.1980 -4.8385 5.7872 1.493 -1.056 0.353
O -5.1675 -2.5385 3.1655 -0.314 0.772 0.089
H 1.1769 -0.5296 10.2822 -0.103 -0.067 0.191
H 1.4167 -5.0607 13.4769 -0.370 -0.252 0.579
C -7.3152 -3.2282 3.9491 -1.196 0.485 -0.867
H 0.0307 -2.5377 -11.8862 0.129 0.551 0.442
H 6.1509 0.2747 1.0099 0.467 0.086 -0.482
H -2.1480 -4.2621 13.2846 0.155 -0.656 -0.123
H -0.7954 -0.1925 9.0439 0.139 0.329 0.306
C 0.7780 0.5661 -8.7617 1.228 -0.515 -0.387
H 0.0880 1.3632 -8.4849 0.311 0.365 -0.614
H -8.5772 5.5490 0.8588 0.415 -0.373 -0.243
H 8.3697 -4.1195 -7.9708 0.302 0.033 0.553
C 4.7518 -5.7087 -7.2757 1.507 -0.268 -1.566
H 2.7405 -2.1075 -13.2014 -0.056 -0.854 -0.602
H 3.7961 6.3805 2.1990 0.348 -0.019 0.110
H 5.8902 8.0333 -0.6773 0.419 -0.238 -0.667
C -2.8690 -4.5369 8.4625 0.905 2.625 0.014
H 3.9893 6.7225 -2.9801 0.598 0.236 -1.323
H 5.3301 8.2669 4.9140 -0.099 -0.094 0.049
H 4.5202 4.5273 -3.7872 0.966 -0.351 0.008
H 3.2037 -1.8150 -11.0212 0.463 -0.269 0.673
H 3.7365 4.4378 4.3490 -0.218 0.386 0.072
C -5.7876 5.9705 -6.2867 -1.389 -0.779 0.856
H 5.1298 4.8964 3.3743 0.140 -0.104 0.036
H -2.4398 1.3263 0.0743 -0.291 -0.085 0.188
O 1.5024 -3.9710 -11.8558 -0.208 0.083 -0.975
C 3.5469 -5.3828 -2.9454 0.460 1.017 -0.137
O -2.8700 -2.3309 9.6403 0.491 -0.692 -0.618
H 2.4576 -5.4179 -2.9323 -0.179 -0.769 0.115
H -0.8817 2.0243 0.4480 0.353 -0.162 0.207
H -1.1907 -3.2506 14.2347 0.663 0.608 -0.232
H 5.0066 3.7541 -0.9501 -0.036 1.264 0.637
H -6.5072 -0.1302 2.4852 -0.040 -0.133 -0.064
C -0.1768 -0.3846 8.1672 -1.008 -1.060 0.319
H 3.3575 -0.2905 -8.9354 0.413 -0.538 -0.122
C 3.6066 -6.8934 -5.5226 0.837 0.104 0.805
H -1.9438 7.8236 2.3127 0.418 -0.693 -0.467
O -2.6285 -1.9186 -5.4142 -0.017 -0.082 -0.591
H 5.8054 6.4043 -2.6798 0.017 0.346 -0.212
```
Forces are in eV/Å.

Values from the calculation:
Strongest force on any atom   2.96 eV/A
E   -103121.88937 eV
Multiplicity   1
SMILES   COCCNCCOC.COCCNCCOC.COCCNCCOC.COCCNCCOC.COCCNCCOC.CC(C)O.OCCO.OCCO.OCCO.OCCO.OCCO.OCCO

Atomic partial charges in e from the Mulliken method, atoms 1 to 2:
1 C -0.299
2 C -0.345

# 2
ORCA calculation (the ωB97M-V functional and the def2-TZVPD basis) on C16H38ClHfNP as an isolated structure at a distorted geometry.

The geometry in XYZ format:
```
58
Properties=species:S:1:pos:R:3:forces:R:3
H 4.5586 -1.1737 1.5857 0.074 0.019 -0.061
H -5.1377 0.8679 -3.1923 0.039 -0.082 -0.068
H 3.2044 0.7205 -1.6371 0.073 0.041 -0.003
H 2.3771 -0.6398 0.5966 -0.119 -0.009 -0.090
H 2.7448 3.7249 0.2269 -0.036 0.110 -0.263
N -3.8546 -0.3733 -2.1003 -0.681 -0.681 -1.715
H 0.9403 3.7939 1.7376 0.064 -0.092 0.077
H 0.3583 -1.4914 0.2834 0.096 0.025 -0.064
C 1.0348 2.4205 0.1052 0.329 -0.190 -0.284
H -3.2935 -1.6377 -3.6273 1.500 0.346 -0.105
H -0.3627 1.2171 3.5581 -0.256 0.051 0.343
H 4.4481 2.2114 0.4261 -0.029 -0.073 0.067
H -0.3984 0.2214 1.1156 -0.161 0.080 -0.150
H -3.7252 1.6823 -2.5442 0.069 -0.062 -0.046
H -1.1750 -3.3387 1.9166 -0.213 -0.006 -0.061
C -4.0664 0.7573 -3.0138 0.109 0.452 0.252
H -1.2334 3.4819 2.3808 0.187 -0.002 0.095
H 2.8423 -1.4569 -0.9179 -0.126 0.087 0.054
Cl -0.7941 -2.2986 -4.1395 -0.255 -0.217 0.006
C 0.6808 2.7490 1.5551 -0.242 0.042 -0.040
C 3.2072 -0.8188 -0.1024 0.214 -0.326 -0.289
H -3.5457 0.5908 -3.9542 -0.037 0.009 0.025
C -3.2249 -1.4471 -2.5518 -3.719 -0.347 0.049
C 4.3056 -1.6082 0.6169 -0.109 0.001 -0.036
C 3.4924 1.7027 0.2845 0.383 0.387 -0.353
H -2.1648 0.1782 1.2498 0.143 0.034 -0.180
C -0.7318 -2.6164 -1.1956 -0.488 -0.471 0.124
H -3.4685 -2.3294 -1.9656 0.673 -0.105 0.139
H 0.3363 -0.7656 -2.4241 -0.157 0.048 0.114
H 0.3702 2.9546 -0.5820 -0.044 0.076 0.178
H -1.9620 -1.4365 3.1734 -0.098 -0.440 0.245
H 2.5905 2.8251 -1.3126 0.142 0.267 0.061
C -0.2959 -2.3625 0.2366 0.171 -0.023 -0.024
H -2.1519 1.5717 3.1806 0.094 1.910 -1.167
H 4.0139 -2.6500 0.7708 -0.020 0.089 0.109
Hf -2.5273 0.3357 4.3878 0.442 -1.381 0.949
H 5.2032 -1.6238 -0.0033 0.007 -0.002 0.096
H 0.1184 -3.0486 -1.7254 -0.214 0.131 -0.308
H 3.2086 1.3333 1.2770 -0.034 0.040 -0.010
H -1.2500 -0.1713 -1.2500 -0.382 -0.140 0.132
H -0.1947 -1.4199 3.0413 0.052 0.023 -0.128
H -2.3492 -2.4113 1.0287 0.023 0.295 0.061
H 1.2846 2.1451 2.2417 0.051 0.103 -0.022
C 2.5022 2.7621 -0.2278 -0.350 -0.462 0.498
H -1.5635 -3.3148 -1.2841 0.003 0.028 -0.035
C -1.1082 -1.2893 2.4530 -0.552 0.809 -0.444
H -1.3254 0.0058 -3.2728 -0.685 -0.273 0.029
H 0.3623 -3.2256 0.3949 0.171 0.239 0.143
H 0.9043 1.3480 -0.1103 -0.146 0.019 0.059
C -1.3183 -2.3906 1.3937 0.091 -0.582 0.227
H -4.6966 -0.6221 -1.5854 0.518 0.368 1.168
H 4.7670 0.4086 -0.8677 -0.111 0.055 -0.282
C -0.8258 2.5966 1.8915 -0.127 0.098 0.155
C 3.6970 0.5186 -0.6831 -0.147 -0.160 0.669
C -1.2301 0.1081 1.8138 0.333 -0.148 0.563
P -1.0528 -1.0744 -2.3681 3.537 0.690 0.265
C -1.1212 1.3431 2.7436 -0.068 -0.773 -0.757
H -1.4031 2.4600 0.9714 0.016 0.076 0.037
```
Forces are in eV/Å.

Values from the calculation:
Strongest force on any atom   3.74 eV/A
ΔE to the lowest compared entry with this formula, charge and spin   45.9 kJ/mol
E   -41777.37325 eV
Multiplicity   1
Net charge   +3

Atomic partial charges in e from the Mulliken method, atoms 1 to 2:
1 H 0.334
2 H 0.366

Number 1: highest occupied orbital energy -8.47 eV, gap between HOMO and LUMO 8.8 eV, E_LUMO 0.318 eV. Number 2: highest occupied orbital energy -17.43 eV, gap between HOMO and LUMO 4.8 eV, E_LUMO -12.586 eV.